1.
{
  "formula": "CH4BrN",
  "method": "wB97M-V/def2-TZVPD",
  "e_tot_ev": -72629.73182,
  "spin_multiplicity": 1,
  "orbital_gap_ev": [8.14, 9.51],
  "homo_ev": [-8.91, -9.50],
  "relative_energy_kcal_mol": 75.3,
  "fmax_ev_per_a": 3.5,
  "total_charge": 0,
  "elements": ["C", "N", "Br", "H", "H", "H", "H"],
  "xyz": [[-1.03430, 0.39435, -0.25601], [1.13814, -1.05943, 0.12345], [2.45950, 0.12208, -0.00782], [-0.59318, 1.29838, -0.80312], [-1.75632, -0.12489, -0.89726], [-1.22613, 0.47262, 0.77019], [1.01229, -1.10309, 1.07056]],
  "forces_ev_per_angstrom": [[0.6, 1.3, -2.7], [-0.9, -0.4, -3.4], [1.2, 1.0, -0.2], [-0.3, -1.5, 1.1], [0.5, -0.2, 0.5], [-0.1, 0.0, 1.3], [-0.8, -0.3, 3.4]],
  "lowdin_charge": [0.0518, -0.4875, 0.5693, 0.0251, -0.0021, -0.0357, -0.1209]
}



2.
{
  "formula": "C5H10O",
  "method": "wB97M-V/def2-TZVPD",
  "e_tot_ev": -7392.16125,
  "spin_multiplicity": 1,
  "orbital_gap_ev": 9.16,
  "homo_ev": -8.10,
  "relative_energy_kcal_mol": 60.1,
  "fmax_ev_per_a": 1.7,
  "total_charge": 0,
  "elements": ["C", "C", "C", "O", "C", "C", "H", "H", "H", "H", "H", "H", "H", "H", "H", "H"],
  "xyz": [[2.20184, -0.03279, 0.85503], [0.97251, 0.18345, -1.34054], [0.12152, 0.18786, -0.30898], [0.70822, 0.39210, 0.89817], [-1.38670, 0.11906, -0.48306], [-2.23762, -0.38874, 0.67311], [2.96492, 0.11752, 0.04700], [2.54076, 0.54737, 1.69301], [2.17085, -1.11093, 1.01349], [0.77074, -0.27438, -2.28555], [1.78708, 0.89200, -1.26589], [-1.54970, -0.48122, -1.39005], [-1.72342, 1.13036, -0.76736], [-2.08678, 0.23325, 1.56012], [-3.30372, -0.36316, 0.41199], [-1.97475, -1.41953, 0.92552]],
  "forces_ev_per_angstrom": [[-0.8, 0.2, 1.0], [-0.6, 0.5, -0.9], [0.4, -0.2, -0.8], [1.7, 0.0, -0.5], [0.2, -0.1, 0.1], [0.1, -0.1, 0.1], [-1.6, 0.4, 0.3], [0.3, -0.3, 0.7], [0.0, 0.1, 0.3], [-0.5, 0.3, -0.5], [0.5, -0.8, -0.1], [0.1, 0.1, 0.2], [0.2, -0.2, 0.2], [0.0, -0.1, -0.1], [0.3, 0.0, 0.0], [0.0, 0.1, 0.1]],
  "lowdin_charge": [-0.0295, 0.0026, -0.4015, -0.0881, -0.1912, -0.1069, 0.0823, 0.0722, 0.0886, 0.0534, 0.0632, 0.1162, 0.1202, 0.0725, 0.0717, 0.0746]
}



3.
{
  "formula": "C2H3N3O",
  "method": "wB97M-V/def2-TZVPD",
  "e_tot_ev": -8635.53585,
  "spin_multiplicity": 1,
  "orbital_gap_ev": [8.06, 7.76],
  "homo_ev": [-10.50, -10.30],
  "relative_energy_kcal_mol": 114.3,
  "fmax_ev_per_a": 4.0,
  "total_charge": 0,
  "elements": ["C", "C", "N", "N", "N", "O", "H", "H", "H"],
  "xyz": [[1.95386, 0.07044, 0.10614], [-1.32844, 0.23755, 0.42466], [2.62224, -0.03892, 1.06265], [1.24211, -0.03910, -0.95675], [-0.63423, -0.81214, 0.08136], [-1.18111, 1.36930, 0.67223], [-2.45040, -0.10530, 0.55442], [0.94966, 0.76901, -1.52584], [-1.17369, -1.45084, -0.41887]],
  "forces_ev_per_angstrom": [[0.2, 0.1, 0.1], [-3.8, -1.4, 0.1], [0.0, 0.2, 0.0], [-0.8, -0.6, -0.7], [2.3, 0.5, 0.6], [1.6, 3.1, 0.4], [1.0, -0.4, 0.0], [0.2, -0.1, 1.0], [-0.7, -1.5, -1.5]],
  "lowdin_charge": [-0.4233, -0.5350, 0.1774, 0.1702, 0.1947, 0.0881, 0.1718, 0.1004, 0.0557]
}



4.
{
  "formula": "C4H10N2O",
  "method": "wB97M-V/def2-TZVPD",
  "e_tot_ev": -9333.39250,
  "spin_multiplicity": 1,
  "orbital_gap_ev": 9.69,
  "homo_ev": -8.84,
  "relative_energy_kcal_mol": 129.0,
  "fmax_ev_per_a": 2.4,
  "total_charge": 0,
  "elements": ["C", "C", "N", "N", "C", "C", "O", "H", "H", "H", "H", "H", "H", "H", "H", "H", "H"],
  "xyz": [[-0.42212, -1.40765, 0.33473], [-1.49178, 1.44249, -0.30000], [0.30746, -0.49433, -0.57901], [-0.66571, 0.63409, -1.16073], [1.40775, 0.21276, 0.01686], [1.96344, -0.05559, 1.18611], [0.72851, -1.10069, -1.64704], [-1.22577, 0.09400, -1.82175], [1.81297, 0.91657, -0.69278], [-1.29400, -1.78146, -0.20327], [-0.70454, -0.89916, 1.25627], [0.22960, -2.25893, 0.53276], [-1.98790, 2.19297, -0.92015], [-2.27900, 0.89439, 0.23794], [-0.85212, 1.96564, 0.41273], [1.60696, -0.80742, 1.87005], [2.86624, 0.45234, 1.47729]],
  "forces_ev_per_angstrom": [[-0.2, -0.2, 0.0], [-0.1, -0.3, 0.7], [-2.0, 1.1, -0.6], [0.7, -0.5, 0.0], [0.8, 0.5, 0.4], [-0.2, -0.1, -0.2], [0.5, -0.9, -0.6], [0.5, -0.2, 0.2], [-0.1, 0.0, 0.0], [0.1, 0.2, 0.0], [-0.1, 0.0, -0.1], [0.0, 0.2, 0.0], [0.1, 0.0, 0.0], [0.1, 0.1, 0.1], [-0.1, 0.0, 0.1], [-0.2, -0.1, 0.0], [0.1, 0.2, 0.0]],
  "lowdin_charge": [-0.0110, -0.1417, -0.4718, -0.0153, -0.1334, 0.0541, -0.1539, 0.1084, 0.1251, 0.1007, 0.0906, 0.1025, 0.0832, 0.0693, 0.0763, 0.0568, 0.0601]
}



5.
{
  "formula": "C64H41F4N4O8",
  "method": "wB97M-V/def2-TZVPD",
  "e_tot_ev": -100235.32888,
  "spin_multiplicity": 1,
  "orbital_gap_ev": 6.62,
  "homo_ev": -10.65,
  "fmax_ev_per_a": 5.8,
  "total_charge": 1,
  "elements": ["N", "C", "N", "C", "C", "C", "C", "C", "N", "N", "C", "F", "F", "C", "F", "F", "H", "H", "H", "H", "H", "H", "H", "H", "H", "C", "C", "C", "C", "C", "C", "C", "O", "C", "C", "C", "C", "C", "C", "C", "O", "H", "H", "H", "H", "H", "H", "H", "H", "C", "C", "C", "C", "C", "C", "C", "O", "C", "C", "C", "C", "C", "C", "C", "O", "H", "H", "H", "H", "H", "H", "H", "H", "C", "C", "C", "C", "C", "C", "C", "O", "C", "C", "C", "C", "C", "C", "C", "O", "H", "H", "H", "H", "H", "H", "H", "H", "C", "C", "C", "C", "C", "C", "C", "O", "C", "C", "C", "C", "C", "C", "C", "O", "H", "H", "H", "H", "H", "H", "H", "H"],
  "xyz": [[0.79724, 0.58639, -6.08386], [0.57253, -0.83668, -5.99743], [1.75634, -1.69491, -5.88331], [1.63329, -2.65233, -4.76106], [1.79002, -2.16514, -3.31439], [1.66500, -3.04887, -2.03433], [1.35917, -4.54784, -2.40560], [1.25081, -4.85417, -3.91017], [1.38406, -4.01756, -5.04177], [-0.66493, -1.34117, -6.02157], [-1.92780, -0.58848, -6.17500], [-2.97701, -1.50926, -5.75780], [-2.04570, 0.57121, -5.33820], [-2.26003, -0.27609, -7.74187], [-1.10399, -0.31897, -8.56310], [-3.10942, -1.34534, -8.19403], [0.19488, 1.05057, -6.77738], [1.79023, 0.83025, -6.19166], [2.61202, -1.12444, -5.82611], [2.02602, -1.05091, -3.16060], [1.76257, -2.66657, -0.97053], [1.20670, -5.33896, -1.58507], [1.03263, -5.96034, -4.15408], [-0.74126, -2.37998, -5.96078], [-2.85813, 0.68084, -7.89020], [-0.66008, 0.74981, -2.92925], [0.60831, 1.13528, -2.49980], [0.75821, 1.82593, -1.30299], [-0.36338, 2.14430, -0.53657], [-1.63449, 1.78018, -0.97832], [-1.78007, 1.07160, -2.17158], [-2.83711, 2.15556, -0.19817], [-3.94733, 1.83370, -0.58301], [-2.66773, 2.93366, 1.04902], [-3.79322, 3.34422, 1.76474], [-3.64279, 4.06458, 2.94521], [-2.36880, 4.36945, 3.41994], [-1.24476, 3.96718, 2.70712], [-1.39232, 3.25661, 1.51481], [-0.19163, 2.86409, 0.74551], [0.92438, 3.13237, 1.15522], [-0.77437, 0.20506, -3.85362], [1.48141, 0.89535, -3.09817], [1.74950, 2.11930, -0.97062], [-2.76643, 0.77349, -2.51375], [-4.78873, 3.10761, 1.40268], [-4.51948, 4.38727, 3.49737], [-2.25232, 4.92528, 4.34467], [-0.25492, 4.21206, 3.07968], [2.06181, 2.00044, 4.24296], [2.42766, 1.86400, 5.57984], [3.77162, 1.85584, 5.93676], [4.75588, 1.97182, 4.95476], [4.38882, 2.08468, 3.61297], [3.03901, 2.11011, 3.26023], [5.42215, 2.16023, 2.55525], [5.10193, 2.26235, 1.38249], [6.84948, 2.10160, 2.94235], [7.83393, 2.11434, 1.95328], [9.17823, 2.07281, 2.30819], [9.54448, 2.02772, 3.65140], [8.56681, 2.00921, 4.63969], [7.21670, 2.03646, 4.28648], [6.18443, 1.98003, 5.34510], [6.50833, 1.93537, 6.52236], [1.01235, 2.01603, 3.96594], [1.66431, 1.76607, 6.34504], [4.04935, 1.75491, 6.98031], [2.74693, 2.21113, 2.22060], [7.55591, 2.15256, 0.90481], [9.94187, 2.07762, 1.53704], [10.59358, 2.00254, 3.92794], [8.85839, 1.96909, 5.68438], [-11.63536, 1.35951, -8.72498], [-10.84954, 2.32303, -9.35369], [-9.51606, 2.47880, -8.99189], [-8.96681, 1.67811, -7.99004], [-9.76064, 0.72972, -7.34351], [-11.09377, 0.56413, -7.72127], [-9.20397, -0.09217, -6.24511], [-9.89420, -0.92289, -5.68208], [-7.79629, 0.11743, -5.83516], [-7.27359, -0.60860, -4.76331], [-5.94890, -0.42811, -4.38037], [-5.13894, 0.47072, -5.07151], [-5.65854, 1.20015, -6.13464], [-6.99102, 1.03121, -6.51278], [-7.54232, 1.83888, -7.62428], [-6.83330, 2.62894, -8.22545], [-12.67349, 1.23248, -9.01439], [-11.27671, 2.95177, -10.12811], [-8.90759, 3.22760, -9.48891], [-11.71254, -0.18090, -7.23155], [-7.89815, -1.31289, -4.22284], [-5.54593, -0.99029, -3.54382], [-4.10642, 0.60156, -4.77433], [-5.02468, 1.90441, -6.66550], [1.53635, -6.40429, 7.11355], [2.31397, -7.05848, 8.06654], [3.32097, -6.37095, 8.73484], [3.56160, -5.02805, 8.44293], [2.79908, -4.37980, 7.47134], [1.77753, -5.06797, 6.81487], [3.07668, -2.96879, 7.11683], [2.40750, -2.40018, 6.26947], [4.18350, -2.26249, 7.79998], [4.49400, -0.95106, 7.43581], [5.52469, -0.27294, 8.08146], [6.24098, -0.90170, 9.09879], [5.93804, -2.20992, 9.46028], [4.91474, -2.89619, 8.80469], [4.62424, -4.29975, 9.17277], [5.25354, -4.85092, 10.05945], [0.74446, -6.93913, 6.59893], [2.13331, -8.10495, 8.29006], [3.92012, -6.88448, 9.48006], [1.17196, -4.56523, 6.06763], [3.93749, -0.45761, 6.64714], [5.76989, 0.74649, 7.79415], [7.03986, -0.37165, 9.60753], [6.50319, -2.69473, 10.25005]],
  "forces_ev_per_angstrom": [[-0.4, -3.6, -0.8], [2.9, 1.9, -0.4], [-3.3, 1.5, 1.4], [0.1, -2.7, 4.3], [-0.2, -1.2, 0.3], [-0.7, -2.5, -5.2], [0.6, 3.9, -1.9], [0.2, 0.3, 1.4], [0.1, 2.0, 3.4], [0.4, 0.1, 0.5], [-2.5, -1.0, 0.5], [3.2, 2.4, -0.7], [0.7, -2.9, -2.8], [-1.4, -1.3, -1.3], [-1.9, 0.3, 2.1], [2.2, 2.3, 1.0], [0.4, -0.1, 0.6], [-0.7, -0.1, 0.1], [-0.5, -0.4, -0.1], [-0.4, -2.0, -0.2], [-0.1, -0.4, -1.7], [0.3, 1.3, -1.7], [0.4, 2.1, 0.2], [-0.1, 1.0, 0.0], [1.1, -1.1, 0.2], [0.1, 0.1, 0.4], [-0.2, 0.2, 0.3], [0.2, -0.1, -0.2], [0.0, -0.2, -0.5], [0.3, -0.1, -0.3], [0.2, -0.1, -0.2], [-1.0, -0.1, -0.1], [0.4, 0.0, 0.0], [-0.1, 0.2, 0.3], [-0.1, 0.1, 0.2], [0.1, -0.1, -0.2], [0.1, -0.1, -0.2], [-0.1, 0.1, 0.2], [-0.2, 0.1, 0.2], [0.8, 0.4, 0.5], [-0.3, -0.1, -0.2], [0.1, 0.0, 0.4], [-0.1, 0.2, 0.1], [-0.2, 0.0, 0.1], [0.0, 0.1, 0.2], [0.2, -0.1, -0.1], [0.1, 0.0, -0.1], [0.0, -0.1, -0.1], [-0.1, -0.1, -0.2], [0.2, 0.0, 0.0], [0.2, 0.0, 0.0], [-0.2, 0.2, -0.1], [-0.3, 0.0, 0.0], [-0.3, 0.0, 0.2], [-0.1, -0.1, 0.0], [-0.3, 0.1, -0.9], [0.1, -0.1, 0.3], [0.4, 0.0, 0.0], [0.3, 0.0, 0.0], [-0.2, 0.0, 0.0], [-0.2, 0.0, 0.1], [0.2, 0.0, -0.1], [0.3, 0.0, -0.1], [0.2, 0.0, 0.8], [0.1, 0.4, -0.7], [0.1, 0.0, 0.0], [0.1, 0.0, -0.1], [0.1, 0.1, -0.2], [0.2, 0.0, 0.1], [-0.1, 0.0, 0.2], [-0.1, 0.0, 0.1], [-0.1, 0.0, 0.0], [-0.2, 0.0, -0.1], [0.2, 0.0, 0.1], [0.2, -0.1, 0.1], [-0.2, 0.0, -0.1], [-0.3, 0.0, -0.1], [-0.2, 0.1, -0.2], [-0.1, 0.1, -0.1], [-0.7, -0.6, 0.3], [0.3, 0.2, -0.1], [0.4, 0.0, 0.2], [0.3, 0.0, 0.1], [-0.2, 0.0, -0.1], [-0.3, 0.1, -0.1], [0.2, -0.2, 0.2], [0.2, -0.2, 0.2], [0.4, 0.7, -0.6], [-0.1, -0.3, 0.2], [0.1, 0.0, 0.0], [0.1, -0.1, 0.1], [0.0, -0.2, 0.2], [0.2, 0.1, 0.0], [0.0, 0.1, -0.2], [-0.1, 0.1, -0.1], [-0.3, 0.1, 0.1], [-0.3, 0.0, 0.0], [0.1, 0.2, 0.0], [0.1, 0.2, 0.0], [-0.2, -0.2, -0.1], [-0.3, -0.3, -0.2], [-0.2, -0.3, 0.0], [-0.1, -0.2, 0.0], [-0.5, 0.5, -0.6], [0.1, -0.1, 0.2], [0.3, 0.2, 0.1], [0.2, 0.0, 0.2], [-0.2, -0.1, 0.1], [-0.2, -0.3, 0.0], [0.1, 0.2, 0.0], [0.1, 0.3, 0.0], [0.6, -0.4, 0.7], [-0.2, 0.1, -0.3], [0.1, 0.1, 0.1], [0.0, 0.1, 0.0], [0.0, 0.2, -0.1], [0.2, 0.1, 0.1], [0.0, -0.3, 0.1], [-0.1, -0.4, 0.2], [-0.1, -0.1, -0.1], [-0.2, -0.1, -0.1]],
  "lowdin_charge": [0.2069, -0.2320, 0.1330, -0.2865, 0.0125, 0.0184, -0.0030, -0.1089, 0.0680, 0.2113, -0.2592, 0.0611, 0.0404, -0.1291, 0.0348, 0.0311, 0.1229, 0.1305, 0.1446, 0.0767, 0.1101, 0.1120, 0.1187, 0.1994, 0.1847, -0.0715, -0.0769, 0.0171, -0.0710, -0.0704, 0.0150, -0.2756, 0.1100, -0.0844, 0.0103, -0.0444, -0.0449, 0.0036, -0.0834, -0.2649, 0.0969, 0.0548, 0.0771, 0.1280, 0.1138, 0.1243, 0.1130, 0.1132, 0.1198, -0.0448, -0.0409, -0.0176, -0.0733, -0.0747, 0.0080, -0.2779, 0.0945, -0.0848, 0.0013, -0.0548, -0.0523, 0.0084, -0.0792, -0.2542, 0.0703, 0.0998, 0.1150, 0.1117, 0.0954, 0.1188, 0.1085, 0.1102, 0.1232, -0.0490, -0.0503, 0.0049, -0.0871, -0.0845, 0.0077, -0.2773, 0.1114, -0.0758, 0.0146, -0.0470, -0.0776, -0.0031, -0.0804, -0.2790, 0.0971, 0.1113, 0.1107, 0.1220, 0.1235, 0.1252, 0.1111, 0.0700, 0.1140, -0.0612, -0.0568, 0.0048, -0.0831, -0.0858, -0.0025, -0.2793, 0.0925, -0.0809, 0.0110, -0.0446, -0.0394, 0.0058, -0.0865, -0.2798, 0.1046, 0.1059, 0.1083, 0.1225, 0.1176, 0.0942, 0.0684, 0.1113, 0.1218]
}